#one
A gas-phase ion, C5H9N2 (charge +1), computed with ωB97M-V with the def2-TZVPD basis set.

Properties
SMILES string = CCc1c[nH]c[nH+]1
Total charge = +1
Spin multiplicity = 1

CARTESIAN COORDINATES (ANGSTROEM)
1 N 2.1720 0.4002 0.7482
2 N 0.4007 -0.8102 0.9754
3 C 1.1157 1.1245 0.1727
4 C 0.0124 0.3605 0.3226
5 C -1.5598 -0.2856 -1.4385
6 C -1.3839 0.5024 -0.0783
7 C 1.7345 -0.7753 1.1298
8 H 2.1958 -1.5742 1.6907
9 H 3.1574 0.6062 0.7151
10 H -2.1720 0.0564 0.5341
11 H 1.3228 2.1018 -0.2192
12 H -2.5911 -0.1747 -1.7995
13 H -1.6015 -1.3662 -1.2989
14 H -1.8136 1.4723 -0.2978
15 H -0.1464 -1.6493 1.0352
16 H -0.8432 0.0113 -2.1916

Atom charges from the Löwdin analysis, given in e for atoms 1 to 5: atom 1 (N): 0.13, atom 2 (N): 0.18, atom 3 (C): 0.05, atom 4 (C): -0.23, atom 5 (C): -0.07

#two
A gas-phase ion, C5H9N2 (charge +1), computed with ωB97M-V with the def2-TZVPD basis set.

Properties
Total charge = +1
Spin multiplicity = 1

CARTESIAN COORDINATES (ANGSTROEM)
1 N 1.4289 0.8480 0.0343
2 N -0.9583 1.3650 0.1980
3 C 1.5802 -0.4970 0.2624
4 C 0.4974 -1.4762 0.2190
5 C 0.3355 1.6371 -0.0389
6 C -1.6144 -0.1168 0.3139
7 C -0.8539 -1.0638 -0.5192
8 H 0.3153 -1.8940 1.1939
9 H -1.7118 1.8348 -0.2621
10 H 2.2290 1.3575 -0.2228
11 H 2.4293 -0.8704 -0.1688
12 H -2.7217 -0.0416 0.1197
13 H -1.5814 -0.4839 1.4356
14 H -0.7444 -0.8754 -1.6064
15 H 0.4078 2.5404 -0.5839
16 H 0.9625 -2.2636 -0.3749

Atom charges from the Löwdin analysis, given in e for atoms 1 to 5: atom 1 (N): 0.10, atom 2 (N): 0.11, atom 3 (C): -0.01, atom 4 (C): -0.17, atom 5 (C): -0.06

Going by the computed energies, the most stable comes first: #one, #two.

#one
A gas-phase ion, C5H9N2 (charge +1), computed with ωB97M-V with the def2-TZVPD basis set.

Properties
SMILES string = CC=[N+]=C/C=N/C
Total charge = +1
Spin multiplicity = 1

CARTESIAN COORDINATES (ANGSTROEM)
1 N 1.4645 0.3159 -0.8781
2 N -0.8240 0.6232 0.2816
3 C 1.3215 -1.8830 0.1205
4 C 0.6451 1.0621 -1.4621
5 C -0.6706 1.2093 -0.8247
6 C -2.0057 0.6382 1.0489
7 C 1.5929 -0.4413 0.1273
8 H -1.8379 1.3084 1.8977
9 H 0.6811 -2.1083 0.9759
10 H 0.8413 -2.2159 -0.7954
11 H 2.1182 -0.0461 0.9945
12 H -1.4144 1.7962 -1.3618
13 H -2.8896 0.9744 0.5004
14 H 2.2433 -2.4428 0.2885
15 H 0.8953 1.5667 -2.3851
16 H -2.1610 -0.3569 1.4717

Atom charges from the Löwdin analysis, given in e for atoms 1 to 5: atom 1 (N): 0.14, atom 2 (N): 0.01, atom 3 (C): -0.01, atom 4 (C): 0.02, atom 5 (C): -0.09

#two
A gas-phase ion, C5H9N2 (charge +1), computed with ωB97M-V with the def2-TZVPD basis set.

Properties
SMILES string = C[C@@]1([NH3+])C=CC=N1
Total charge = +1
Spin multiplicity = 1

CARTESIAN COORDINATES (ANGSTROEM)
1 N 1.3177 -0.9706 0.7458
2 N -0.5829 -0.9724 -0.5200
3 C -0.3633 1.0052 0.9049
4 C -2.0654 0.4846 0.4176
5 C 0.3635 -0.0118 0.0491
6 C -1.8385 -0.6948 -0.2543
7 C 0.9612 0.6445 -1.1298
8 H -2.5832 -1.2899 -0.6585
9 H 0.9213 -0.0248 -1.9431
10 H 1.2382 -1.1030 1.7367
11 H 0.2714 1.4881 -1.4538
12 H 2.4217 -0.7587 0.6946
13 H 1.9689 1.1785 -0.9829
14 H -0.0572 2.0534 1.1770
15 H 0.8929 -1.8663 0.3670
16 H -2.8662 0.8383 0.8496

Atom charges from the Löwdin analysis, given in e for atoms 1 to 5: atom 1 (N): 0.23, atom 2 (N): 0.07, atom 3 (C): 0.17, atom 4 (C): 0.16, atom 5 (C): -0.61

#three
A gas-phase ion, C5H9N2 (charge +1), computed with ωB97M-V with the def2-TZVPD basis set.

Properties
SMILES string = CC1=[N+]2CCN[C@@H]12
Total charge = +1
Spin multiplicity = 1

CARTESIAN COORDINATES (ANGSTROEM)
1 N 0.0967 1.1112 0.1498
2 N 0.5865 -0.5004 -1.5279
3 C 1.2223 0.4583 0.7945
4 C -1.1006 0.5802 -0.0012
5 C -2.0544 -0.0543 0.9189
6 C 1.3689 -0.7081 -0.2740
7 C -0.2245 0.6110 -1.2619
8 H 1.0611 0.0043 1.7979
9 H 2.0900 1.1822 0.9781
10 H -3.0910 0.1907 0.9055
11 H 0.7559 -1.5956 0.0965
12 H 1.2047 -0.3067 -2.2460
13 H -1.6421 -0.0461 1.8771
14 H -2.2351 -0.9526 0.4539
15 H -0.3896 1.0549 -2.2029
16 H 2.3513 -1.0291 -0.4583

Atom charges from the Löwdin analysis, given in e for atoms 1 to 5: atom 1 (N): 0.11, atom 2 (N): 0.04, atom 3 (C): -0.07, atom 4 (C): -0.01, atom 5 (C): 0.06

Going by the computed energies, the most stable comes first: #one, #three, #two.

#one
A single C5H5NS molecule, computed with ωB97M-V with the def2-TZVPD basis set.

Properties
SMILES string = C/C=C(/C#N)C=S
Spin multiplicity = 1

CARTESIAN COORDINATES (ANGSTROEM)
1 S 1.9884 -1.5884 -0.0029
2 N -3.0939 -1.2691 -0.0044
3 C 0.3694 -1.6510 -0.0020
4 C -0.5936 -0.5355 -0.0013
5 C -0.3319 0.7993 -0.0032
6 C -1.9900 -0.9306 -0.0046
7 C 0.9853 1.4750 -0.0063
8 H 0.8795 2.5392 0.0038
9 H 1.5868 1.1619 -0.8825
10 H 1.5417 1.1690 0.8885
11 H -1.2226 1.4348 0.0050
12 H -0.1192 -2.6045 0.0099

Atom charges from the Löwdin analysis, given in e for atoms 1 to 5: atom 1 (S): 0.73, atom 2 (N): 0.16, atom 3 (C): -0.59, atom 4 (C): -0.31, atom 5 (C): -0.07

#two
A single C5H5NS molecule, computed with ωB97M-V with the def2-TZVPD basis set.

Properties
SMILES string = C=C1C=CC(=S)N1
Spin multiplicity = 1

CARTESIAN COORDINATES (ANGSTROEM)
1 S 2.2637 -0.5111 0.4102
2 N 0.3546 0.0649 -1.2957
3 C 0.2796 1.6414 0.3164
4 C -0.5932 -1.4577 0.2273
5 C -0.9119 1.0018 0.4288
6 C -0.7324 -0.2498 -0.3233
7 C 1.1680 0.5452 -0.2052
8 H 0.6969 2.5828 0.6125
9 H -1.7801 1.2699 0.8480
10 H -1.1342 -1.8041 1.1929
11 H 0.4839 -0.7815 -1.8095
12 H -0.0949 -2.3018 -0.4025

Atom charges from the Löwdin analysis, given in e for atoms 1 to 5: atom 1 (S): 0.68, atom 2 (N): 0.00, atom 3 (C): -0.03, atom 4 (C): 0.00, atom 5 (C): -0.01

#three
A single C5H5NS molecule, computed with ωB97M-V with the def2-TZVPD basis set.

Properties
SMILES string = N#C/C=C/[C@H]1CS1
Spin multiplicity = 1

CARTESIAN COORDINATES (ANGSTROEM)
1 S 1.5820 1.7344 0.5187
2 N -3.4495 -1.6038 -1.1154
3 C -1.2752 -1.0891 0.0905
4 C 0.8943 0.0733 0.6015
5 C -0.2858 -0.2255 -0.2211
6 C -2.4715 -1.3112 -0.5733
7 C 2.2074 0.1326 -0.1156
8 H -1.2487 -1.6238 1.0659
9 H 2.1001 -0.0340 -1.1653
10 H 0.9228 -0.4567 1.5889
11 H 3.0685 -0.2669 0.3946
12 H -0.4235 0.3765 -1.0675

Atom charges from the Löwdin analysis, given in e for atoms 1 to 5: atom 1 (S): 0.84, atom 2 (N): 0.15, atom 3 (C): -0.11, atom 4 (C): -0.64, atom 5 (C): -0.11

Going by the computed energies, the most stable comes first: #one, #three, #two.

#one
2 unconnected molecules or ions with the total composition CH6N2, computed with ωB97M-V with the def2-TZVPD basis set.

Properties
SMILES string = C=N.N
Spin multiplicity = 1

CARTESIAN COORDINATES (ANGSTROEM)
1 N -2.7532 0.5268 0.9419
2 N 2.0574 -1.1557 -0.9500
3 C 2.4561 0.0154 -0.6860
4 H -2.6061 -0.4717 0.8390
5 H 2.6575 0.7163 -1.4886
6 H -3.7472 0.6979 1.0168
7 H 2.6358 0.3291 0.3432
8 H -2.4416 0.9445 0.0738
9 H 1.7412 -1.6025 -0.0903

Atom charges from the Löwdin analysis, given in e for atoms 1 to 5: atom 1 (N): 0.00, atom 2 (N): 0.01, atom 3 (C): -0.15, atom 4 (H): 0.00, atom 5 (H): 0.05

#two
2 unconnected molecules or ions with the total composition CH6N2, computed with ωB97M-V with the def2-TZVPD basis set.

Properties
Spin multiplicity = 1

CARTESIAN COORDINATES (ANGSTROEM)
1 N 0.3334 -0.1329 -1.1641
2 N -1.0097 -0.0760 -1.1665
3 C 0.6657 -0.0475 1.2439
4 H 1.1853 0.8387 1.2498
5 H 0.5706 0.8400 -1.1237
6 H 1.3211 -0.8483 1.3873
7 H -0.3189 -0.3376 1.5194
8 H -1.2934 0.7736 -0.6848
9 H -1.4541 -1.0100 -1.2613

Atom charges from the Löwdin analysis, given in e for atoms 1 to 5: atom 1 (N): -0.06, atom 2 (N): -0.12, atom 3 (C): 0.04, atom 4 (H): -0.04, atom 5 (H): 0.01

Going by the computed energies, the most stable comes first: #one, #two.

#one
A single C5H13N2O molecule, computed with ωB97M-V with the def2-TZVPD basis set.

Properties
⟨S²⟩ = 0.751
Spin multiplicity = 2

CARTESIAN COORDINATES (ANGSTROEM)
1 O -1.4670 1.7490 2.3607
2 N 1.9898 -1.7693 -2.0014
3 N 0.9964 -1.5629 0.7883
4 C -1.3418 0.7497 0.1311
5 C 0.1594 0.6781 0.2936
6 C -1.9810 1.8736 1.0280
7 C 0.9949 -0.8040 -1.4869
8 C 0.8198 -0.6336 -0.1589
9 H -1.7266 2.8792 0.6939
10 H 1.2601 -2.5292 0.6666
11 H 1.6496 -2.7920 -2.0748
12 H 2.2207 -1.4011 -2.9399
13 H 0.5152 -0.2319 -2.2559
14 H 0.4513 0.9324 1.3117
15 H 0.6248 1.5239 -0.2076
16 H -1.7129 1.0090 -0.8712
17 H -1.8697 -0.1782 0.4450
18 H 2.8102 -1.8464 -1.3648
19 H 0.8331 -1.3138 1.7507
20 H -3.0479 1.7181 0.9122
21 H -2.1782 1.9493 2.9796

Atom charges from the Löwdin analysis, given in e for atoms 1 to 5: atom 1 (O): -0.09, atom 2 (N): -0.01, atom 3 (N): 0.12, atom 4 (C): -0.17, atom 5 (C): -0.16

#two
A single C5H13N2O molecule, computed with ωB97M-V with the def2-TZVPD basis set.

Properties
⟨S²⟩ = 0.753
Spin multiplicity = 2

CARTESIAN COORDINATES (ANGSTROEM)
1 O -1.3294 -0.6678 -1.1999
2 N -0.9070 -2.1693 0.8749
3 N 0.3942 0.7489 -0.9711
4 C -0.3841 -0.2565 -0.5298
5 C -0.1123 -0.8825 0.8228
6 C 0.1001 1.4233 -2.2293
7 C -0.6226 0.0348 1.9212
8 C 1.6647 1.0999 -0.3222
9 H -1.5013 0.6293 1.6137
10 H -0.3753 -2.9758 1.3479
11 H 2.2010 1.7208 -1.0525
12 H 0.3621 0.8734 -3.1344
13 H 2.2661 0.1929 -0.1796
14 H -1.0950 -2.5586 -0.0773
15 H -0.9697 -0.5040 2.8027
16 H -0.9960 1.4643 -2.3767
17 H -1.8233 -1.9784 1.2979
18 H 0.1512 0.8028 2.1356
19 H 1.5366 1.7481 0.5464
20 H 0.4862 2.4302 -2.1209
21 H 0.9538 -1.1761 0.8305

Atom charges from the Löwdin analysis, given in e for atoms 1 to 5: atom 1 (O): -0.08, atom 2 (N): 0.17, atom 3 (N): -0.19, atom 4 (C): -0.60, atom 5 (C): -0.33

#three
A single C5H13N2O molecule, computed with ωB97M-V with the def2-TZVPD basis set.

Properties
⟨S²⟩ = 0.753
Spin multiplicity = 2

CARTESIAN COORDINATES (ANGSTROEM)
1 O -2.5692 0.1600 0.3224
2 N 1.3568 0.2896 -0.4221
3 N 2.2454 -0.4073 -2.5030
4 C 0.0140 -0.2435 -0.6264
5 C 2.3994 -0.0967 -1.1871
6 C -0.2285 -0.8711 0.7382
7 C -1.8036 1.0557 1.1668
8 C -0.6871 0.2027 1.7762
9 H -1.2124 -0.5108 2.4977
10 H -0.6367 0.6336 -0.9796
11 H 3.0435 -0.7228 -3.0985
12 H 3.3896 -0.1486 -0.7224
13 H -1.4391 1.9121 0.5427
14 H -2.4897 1.2085 2.0952
15 H -3.5132 0.4019 0.3200
16 H -1.1505 -1.5731 0.7126
17 H 0.1715 0.7689 2.2971
18 H 1.4116 0.8638 0.4481
19 H 0.5485 -1.5851 1.0547
20 H -0.1969 -0.9368 -1.4913
21 H 1.3466 -0.4010 -2.9414

Atom charges from the Löwdin analysis, given in e for atoms 1 to 5: atom 1 (O): -0.13, atom 2 (N): -0.09, atom 3 (N): 0.02, atom 4 (C): -0.23, atom 5 (C): -0.34

Going by the computed energies, the most stable comes first: #three, #one, #two.

#one
A single C5H13N2O molecule, computed with ωB97M-V with the def2-TZVPD basis set.

Properties
⟨S²⟩ = 0.758
Spin multiplicity = 2

CARTESIAN COORDINATES (ANGSTROEM)
1 O -0.1709 0.6188 1.4224
2 N 1.9358 0.1002 -0.0900
3 N -1.8410 -0.2150 -0.1574
4 C -2.7430 0.6547 0.5561
5 C 0.4140 0.9165 -1.7018
6 C 2.5097 -1.0699 0.7633
7 C -0.4553 -0.2552 0.4968
8 C 0.6000 -0.2303 -0.7212
9 H 1.7145 -1.6098 1.4300
10 H 0.6447 -1.1844 -1.2858
11 H 2.9277 -1.8903 0.0746
12 H -2.3696 1.7258 0.6272
13 H 1.3624 1.1725 -2.3624
14 H 3.3724 -0.6093 1.3906
15 H -2.2508 -1.1246 -0.2755
16 H -3.7645 0.6439 0.0755
17 H 0.1420 1.7784 -1.0403
18 H -0.2897 -1.3367 0.8487
19 H -0.4788 0.7173 -2.3408
20 H 1.5543 0.7656 0.6537
21 H -2.8138 0.4318 1.6361

Atom charges from the Löwdin analysis, given in e for atoms 1 to 5: atom 1 (O): 0.00, atom 2 (N): -0.09, atom 3 (N): -0.03, atom 4 (C): -0.15, atom 5 (C): -0.09

#two
A molecular structure, C5H13N2O, computed with ωB97M-V with the def2-TZVPD basis set.

Properties
⟨S²⟩ = 0.753
Spin multiplicity = 2

CARTESIAN COORDINATES (ANGSTROEM)
1 O -0.6520 -0.6922 -3.3115
2 N 0.4485 -0.5070 1.6973
3 N -0.1141 -2.2524 -0.1160
4 C -1.0113 -1.6749 -1.1546
5 C -0.0246 1.7211 0.8279
6 C 0.8337 0.7320 1.0192
7 C -0.2922 -0.8119 -2.1498
8 C 0.3357 3.0027 0.1788
9 H -1.7672 -1.0583 -0.6463
10 H 0.6164 -0.2878 -1.7870
11 H 1.3784 3.1621 -0.0896
12 H -1.0494 1.6486 1.1770
13 H 0.1827 -1.3537 0.8018
14 H 0.7102 -2.7141 -0.5218
15 H -0.2728 3.1698 -0.7132
16 H -1.5076 -2.4386 -1.7507
17 H 1.8783 0.7767 0.7560
18 H 1.1819 -0.8880 2.2997
19 H -0.6229 -3.0433 0.3085
20 H -0.3504 -0.3119 2.3044
21 H 0.0988 3.8212 0.8699

Atom charges from the Löwdin analysis, given in e for atoms 1 to 5: atom 1 (O): -0.06, atom 2 (N): 0.04, atom 3 (N): -0.03, atom 4 (C): -0.26, atom 5 (C): -0.16

Going by the computed energies, the most stable comes first: #one, #two.